Entry 1:
C31H34BCl2CrN10O5 as an isolated structure. Source: the Open Molecules 2025 dataset; level of theory: ωB97M-V/def2-TZVPD.

Structure (XYZ):
```
84
Properties=species:S:1:pos:R:3
Cr 0.429 0.126 0.158
C -1.936 -1.838 2.095
C -0.526 -2.321 2.011
C 0.017 -3.516 2.513
C 1.357 -3.491 2.180
C 2.433 -4.495 2.449
N 1.586 -2.348 1.522
N 0.441 -1.617 1.422
B 2.890 -1.725 0.998
N 2.824 -1.560 -0.528
N 1.939 -0.649 -1.020
C 2.295 -0.381 -2.276
C 1.676 0.692 -3.118
C 3.410 -1.170 -2.605
C 3.720 -1.885 -1.466
C 4.829 -2.857 -1.219
N 3.009 -0.305 1.623
N 2.063 0.668 1.407
C 2.340 1.664 2.247
C 1.536 2.912 2.383
C 3.481 1.339 2.996
C 3.865 0.083 2.575
C 5.002 -0.766 3.051
H -2.386 -2.160 3.036
H -2.537 -2.240 1.275
H -1.975 -0.752 2.028
H -0.506 -4.296 3.050
H 1.997 -5.378 2.913
H 3.197 -4.095 3.121
H 2.933 -4.800 1.528
H 3.843 -2.394 1.306
H -0.336 0.199 -2.723
H 1.634 0.361 -4.157
H 2.313 1.579 -3.082
H 3.921 -1.201 -3.556
H 5.334 -3.073 -2.160
H 4.453 -3.795 -0.804
H 5.565 -2.457 -0.517
H 0.541 2.690 2.764
H 1.414 3.422 1.429
H 2.041 3.584 3.078
H 3.956 1.950 3.750
H 5.558 -0.220 3.812
H 5.685 -1.022 2.238
H 4.648 -1.703 3.489
Cl -3.939 6.311 0.694
C -2.999 4.832 0.811
C -3.445 3.807 1.629
C -2.679 2.651 1.702
Cl -3.247 1.406 2.792
C -1.472 2.422 1.005
O -0.827 1.309 1.217
C -1.047 3.520 0.140
C 0.124 3.610 -0.639
O 0.969 2.638 -1.005
C -1.840 4.701 0.095
H -4.353 3.898 2.211
H 0.429 4.576 -1.032
H -1.513 5.510 -0.550
N -2.253 2.062 -2.290
C -1.415 2.546 -3.262
N -1.971 3.585 -4.017
N -0.225 2.143 -3.515
C 0.286 1.094 -2.644
N 0.241 1.422 -1.224
H -2.946 2.712 -1.953
H -1.763 1.597 -1.532
H -2.955 3.481 -4.211
H -1.420 3.754 -4.843
O -3.362 -3.348 -2.989
C -3.962 -2.533 -2.108
C -5.344 -2.632 -1.937
C -5.998 -1.780 -1.063
C -5.294 -0.817 -0.339
C -3.920 -0.736 -0.494
C -3.239 -1.585 -1.365
C -1.747 -1.506 -1.487
O -1.169 -2.201 -2.344
O -1.174 -0.720 -0.668
H -2.403 -3.069 -2.977
H -5.882 -3.378 -2.511
H -7.072 -1.870 -0.939
H -5.806 -0.150 0.345
H -3.340 -0.016 0.078
```

Output
E_HOMO (alpha / beta), eV: -3.448 / -5.190
Molar mass, u: 760.39
Maximum force, eV/Å: 0.56
2S+1: 5
Total charge: -1
HOMO-LUMO gap (alpha / beta), Eh: 0.2097 / 0.2737
Energy relative to the best compared isomer or geometry (same formula, charge and spin), kcal/mol: 50.5
LUMO energy (alpha / beta), eV: 2.260 / 2.259

Entry 2:
C7H6O3S as an isolated structure at a distorted geometry. Source: the Open Molecules 2025 dataset; level of theory: ωB97M-V/def2-TZVPD.

Structure (XYZ):
```
17
Properties=species:S:1:pos:R:3
O 2.939 1.864 0.860
O 3.476 -0.429 0.554
O 1.126 0.097 1.672
C -2.287 -0.655 0.634
C -2.170 -0.524 -0.741
C -1.170 -0.406 1.452
C -0.967 -0.163 -1.355
C 0.053 -0.138 0.881
C 0.149 0.004 -0.493
C 1.500 0.481 -0.938
S 2.378 0.544 0.610
H -3.247 -0.874 1.113
H -3.046 -0.674 -1.361
H -1.214 -0.464 2.522
H -0.963 0.039 -2.434
H 2.012 -0.197 -1.614
H 1.430 1.493 -1.363
```

Output
E_HOMO, eV: -9.621
Molar mass, u: 170.19
Maximum force, eV/Å: 5.26
2S+1: 1
Total charge: 0
HOMO-LUMO gap, Eh: 0.3708
Energy relative to the best compared isomer or geometry (same formula, charge and spin), kcal/mol: 3.3
LUMO energy, eV: 0.470

Entry 3:
A 3-piece molecular cluster, C30H52F9NO11 overall at a distorted geometry. Source: the Open Molecules 2025 dataset; level of theory: ωB97M-V/def2-TZVPD.

Structure (XYZ):
```
103
Properties=species:S:1:pos:R:3
C 3.297 6.633 1.129
C 2.091 6.190 0.352
C 1.353 7.299 -0.318
N 1.647 5.001 0.268
C 2.352 3.936 -0.405
C 3.531 3.303 0.381
C 3.331 3.177 1.877
C 4.369 2.234 2.433
O 4.211 1.156 2.932
O 5.618 2.755 2.280
C 2.904 4.336 -1.757
C 1.862 4.623 -2.826
C 1.490 3.420 -3.648
F 2.492 5.518 -3.709
O 1.368 2.890 -0.650
C 0.084 3.327 -0.403
O -0.556 3.870 -1.263
C -0.562 3.083 0.932
C -1.772 2.145 0.785
O -2.997 2.816 0.951
C -3.464 3.411 -0.217
C -4.925 3.764 -0.048
F -5.531 3.859 -1.236
F -5.514 2.730 0.585
C -5.177 5.035 0.827
F -5.980 4.710 1.847
F -4.032 5.447 1.378
C -5.784 6.239 0.074
F -5.159 6.459 -1.080
F -5.544 7.314 0.848
C -7.312 6.185 -0.092
F -7.635 5.596 -1.247
F -7.792 7.433 -0.109
H 3.199 7.693 1.311
H 4.191 6.518 0.524
H 3.373 6.153 2.087
H 0.926 7.981 0.408
H 0.531 6.903 -0.883
H 2.054 7.851 -0.932
H 3.637 2.290 0.011
H 4.446 3.809 0.109
H 2.337 2.862 2.130
H 3.524 4.110 2.387
H 6.060 2.763 3.132
H 3.595 5.169 -1.709
H 3.478 3.490 -2.110
H 0.997 5.137 -2.442
H 0.561 2.984 -3.320
H 2.235 2.641 -3.585
H 1.413 3.683 -4.689
H -0.976 4.034 1.226
H 0.136 2.719 1.665
H -1.720 1.603 -0.152
H -1.729 1.400 1.547
H -2.928 4.328 -0.444
H -3.397 2.734 -1.062
H -7.795 5.658 0.719
C 4.935 -2.407 2.420
O 3.816 -2.899 1.730
C 2.609 -2.630 2.400
C 1.473 -2.781 1.430
O 1.325 -1.645 0.596
C 2.282 -1.490 -0.445
C 2.070 -2.434 -1.605
O 2.605 -3.710 -1.310
C 2.098 -4.708 -2.164
H 5.032 -2.865 3.412
H 5.813 -2.658 1.829
H 4.883 -1.318 2.523
H 2.614 -1.610 2.802
H 2.490 -3.344 3.228
H 0.545 -2.848 2.003
H 1.566 -3.697 0.844
H 3.302 -1.557 -0.060
H 2.139 -0.472 -0.815
H 2.585 -2.040 -2.493
H 0.996 -2.513 -1.818
H 1.013 -4.803 -2.040
H 2.564 -5.652 -1.889
H 2.335 -4.490 -3.212
C -5.036 -6.543 -0.399
O -3.932 -7.293 0.052
C -4.213 -8.681 0.094
C -2.932 -9.479 0.181
O -2.279 -9.649 -1.068
C -1.588 -8.521 -1.583
C -0.281 -8.232 -0.879
O -0.511 -7.526 0.327
C 0.603 -7.572 1.188
H -5.902 -6.677 0.261
H -4.749 -5.493 -0.394
H -5.309 -6.826 -1.423
H -4.771 -8.982 -0.801
H -4.824 -8.882 0.986
H -3.195 -10.490 0.501
H -2.258 -9.059 0.929
H -2.229 -7.637 -1.600
H -1.356 -8.780 -2.618
H 0.349 -7.606 -1.528
H 0.240 -9.175 -0.674
H 0.823 -8.604 1.488
H 0.359 -6.996 2.078
H 1.489 -7.133 0.714
```

Output
E_HOMO, eV: -8.843
Molar mass, u: 773.72
Maximum force, eV/Å: 2.27
2S+1: 1
Total charge: 0
HOMO-LUMO gap, Eh: 0.3280
LUMO energy, eV: 0.084

Entry 4:
C39H33AsBrF6N5O5SSeW as an isolated structure. Source: the Open Molecules 2025 dataset; level of theory: ωB97M-V/def2-TZVPD.

Structure (XYZ):
```
93
Properties=species:S:1:pos:R:3
W -1.102 0.861 0.049
C 3.031 -0.431 1.118
C 1.657 -0.172 1.068
N 1.067 0.334 -0.001
C 1.830 0.651 -1.067
C 3.202 0.377 -1.125
C 3.803 -0.176 0.022
C 3.895 0.647 -2.329
C 3.217 1.124 -3.426
C 1.855 1.421 -3.363
C 1.151 1.263 -2.164
N -0.157 1.514 -1.917
C -0.954 2.242 -2.758
C -0.522 3.161 -3.711
C -1.437 3.802 -4.551
C -2.782 3.576 -4.415
C -3.266 2.754 -3.371
C -4.640 2.652 -3.056
C -5.007 2.013 -1.912
C -4.017 1.447 -1.093
N -2.739 1.426 -1.419
C -2.351 2.105 -2.530
H 3.447 -0.845 2.025
H 1.025 -0.370 1.918
H 4.866 -0.386 0.024
H 4.955 0.437 -2.387
H 3.740 1.268 -4.361
H 1.347 1.722 -4.265
H 0.520 3.435 -3.765
H -1.075 4.501 -5.292
H -3.494 4.075 -5.059
H -5.372 3.124 -3.700
H -6.037 1.956 -1.592
H -4.270 1.022 -0.137
O -1.701 -4.425 -4.069
C -1.579 -3.332 -3.305
C -0.451 -2.522 -3.280
C -0.457 -1.421 -2.457
N -1.477 -1.050 -1.668
C -2.521 -1.893 -1.665
Br -3.939 -1.650 -0.448
C -2.635 -3.006 -2.469
H -0.911 -4.562 -4.606
H 0.425 -2.736 -3.879
H 0.421 -0.806 -2.439
H -3.498 -3.648 -2.409
C -1.198 -11.551 -1.087
C -1.425 -10.134 -0.640
C -0.463 -9.154 -0.885
C -0.657 -7.845 -0.483
C -1.830 -7.504 0.176
C -2.799 -8.459 0.436
C -2.590 -9.767 0.024
S -2.184 -5.845 0.656
O -2.959 -5.865 1.863
O -2.708 -5.162 -0.501
N -0.709 -5.226 1.038
C -0.632 -4.353 2.215
C -1.308 -3.003 2.039
C -0.658 -2.152 0.975
O 0.170 -2.580 0.188
O -1.120 -0.923 0.952
H -0.197 -11.891 -0.821
H -1.295 -11.633 -2.171
H -1.920 -12.229 -0.636
H 0.459 -9.426 -1.385
H 0.116 -7.108 -0.659
H -3.698 -8.187 0.972
H -3.343 -10.515 0.236
H -0.269 -4.794 0.232
H 0.432 -4.214 2.409
H -1.056 -4.881 3.064
H -1.291 -2.436 2.973
H -2.364 -3.111 1.780
F -2.705 1.011 1.118
As -2.620 3.249 3.062
F -3.021 1.928 4.089
F -0.387 1.345 1.733
F -2.990 4.456 4.241
F -1.194 2.767 0.041
F -4.162 3.334 2.284
Se 1.934 3.773 0.524
C 2.917 4.159 2.069
C 4.213 3.660 2.244
C 4.922 3.958 3.394
C 4.338 4.736 4.388
C 3.049 5.231 4.226
C 2.343 4.955 3.069
H 4.656 3.049 1.467
H 5.929 3.584 3.522
H 4.892 4.961 5.290
H 2.600 5.838 5.001
H 1.346 5.348 2.918
```

Output
E_HOMO (alpha / beta), eV: -10.587 / -10.549
Molar mass, u: 1215.40
Maximum force, eV/Å: 0.98
2S+1: 4
Total charge: +1
HOMO-LUMO gap (alpha / beta), Eh: 0.2559 / 0.1746
Energy relative to the best compared isomer or geometry (same formula, charge and spin), kcal/mol: 11.0
LUMO energy (alpha / beta), eV: -3.622 / -5.799

Entry 5:
C10H23AgAlI2N3 as an isolated structure at a distorted geometry. Source: the Open Molecules 2025 dataset; level of theory: ωB97M-V/def2-TZVPD.

Structure (XYZ):
```
40
Properties=species:S:1:pos:R:3
C 2.723 2.994 -0.074
C 1.244 2.594 0.109
N 0.856 1.535 -0.826
Al 0.047 0.041 0.027
C -0.814 -1.082 -1.429
N -2.076 -1.764 -1.042
C -1.885 -2.692 0.073
C -1.428 0.689 1.327
C -2.565 0.978 0.510
C -3.851 0.193 0.623
N -2.539 1.945 -0.361
C 1.576 -0.893 1.012
I 0.954 -1.791 2.878
C 2.389 -1.817 0.030
C 3.780 -1.253 -0.257
I 2.477 -3.870 0.673
H 2.936 3.990 0.332
H 3.384 2.305 0.462
H 3.014 2.946 -1.126
H 0.584 3.474 0.087
H 1.185 2.204 1.139
H 0.275 1.891 -1.580
H -0.125 -1.805 -1.907
H -1.082 -0.377 -2.246
H -2.342 -2.318 -1.850
H -1.400 -2.227 0.934
H -1.389 -3.623 -0.236
H -2.885 -2.999 0.417
H -1.599 -0.119 2.036
H -1.026 1.588 1.804
H -4.177 -0.013 -0.397
H -3.715 -0.716 1.199
H -4.577 0.880 1.070
H -1.620 2.396 -0.316
H 2.261 -0.087 1.298
H 1.859 -1.796 -0.923
H 4.447 -1.359 0.601
H 3.714 -0.214 -0.592
H 4.204 -1.821 -1.092
Ag -2.816 1.994 -2.387
```

Output
E_HOMO, eV: -7.759
Molar mass, u: 573.97
Maximum force, eV/Å: 1.38
2S+1: 1
Total charge: 0
HOMO-LUMO gap, Eh: 0.2065
LUMO energy, eV: -2.140

Entry 6:
C25H45NO3P2RhSSi2 as an isolated structure at a distorted geometry. Source: the Open Molecules 2025 dataset; level of theory: ωB97M-V/def2-TZVPD.

Structure (XYZ):
```
80
Properties=species:S:1:pos:R:3
Rh 0.271 -0.109 -0.176
C -1.869 0.359 -2.851
Si -1.525 1.979 -1.859
C -2.872 3.344 -1.908
C -0.099 2.705 -2.916
C -1.594 1.285 -0.070
C -2.462 0.126 0.010
C -3.839 0.196 -0.240
C -4.602 -0.945 -0.159
C -3.986 -2.140 0.201
C -2.634 -2.120 0.477
N -1.888 -1.027 0.371
Si -1.362 1.975 1.689
C 0.368 2.454 2.357
C -2.517 3.493 1.856
C -1.987 0.613 2.888
H -1.715 0.493 -3.917
H -2.877 -0.017 -2.715
H -1.177 -0.426 -2.516
H -2.861 3.836 -2.873
H -2.700 4.102 -1.152
H -3.871 2.954 -1.754
H -0.494 2.941 -3.901
H 0.701 1.984 -3.044
H 0.334 3.611 -2.512
H -4.273 1.155 -0.466
H -5.663 -0.908 -0.357
H -4.550 -3.050 0.303
H -2.138 -3.021 0.809
H 0.683 3.417 1.975
H 1.132 1.716 2.117
H 0.309 2.535 3.438
H -2.196 4.329 1.243
H -2.530 3.832 2.886
H -3.538 3.248 1.580
H -1.384 -0.289 2.812
H -3.016 0.337 2.681
H -1.944 0.951 3.917
C 4.362 0.627 0.957
P 2.801 -0.122 0.180
C 3.168 0.017 -1.618
C 3.396 -1.875 0.409
C 2.540 -2.844 -0.389
P 0.744 -2.469 -0.149
C 0.040 -3.896 -1.079
C 0.587 -3.024 1.597
H 5.208 0.297 0.338
H 4.454 0.167 1.947
H 4.509 2.450 0.311
H 4.151 -0.399 -1.836
H 3.145 1.059 -1.919
H 2.403 -0.522 -2.180
H 3.353 -2.126 1.471
H 4.441 -1.948 0.094
H 2.732 -3.880 -0.092
H 2.759 -2.759 -1.456
H 0.384 -4.831 -0.640
H 0.375 -3.849 -2.113
H -1.046 -3.874 -1.072
H 0.966 -4.039 1.707
H -0.444 -2.987 1.931
H 1.158 -2.346 2.230
C 1.445 8.794 0.154
C 1.516 7.301 0.187
C 0.456 6.507 -0.238
C 0.564 5.122 -0.238
C 1.749 4.556 0.170
C 2.805 5.311 0.636
C 2.679 6.687 0.647
S 2.168 2.760 -0.035
O 4.396 2.003 1.165
O 3.208 2.886 -1.065
O 0.952 2.073 -0.537
H 0.514 9.136 -0.289
H 2.282 9.194 -0.418
H 1.523 9.194 1.163
H -0.456 6.967 -0.594
H -0.252 4.497 -0.568
H 3.715 4.834 0.964
H 3.497 7.299 0.988
```

Output
E_HOMO (alpha / beta), eV: -10.146 / -10.145
Molar mass, u: 660.73
Maximum force, eV/Å: 3.64
2S+1: 1
Total charge: +1
HOMO-LUMO gap (alpha / beta), Eh: 0.2052 / 0.2057
LUMO energy (alpha / beta), eV: -4.562 / -4.549